one) ORCA calculation (ωB97M-V/def2-TZVPD) on a gas-phase ion, C2H3N4O (charge -1).

Values from the calculation:
Orbital gap ... 8.31 eV
2S+1 ... 1
HOMO energy ... -3.8299 eV
Molar mass ... 99.1 u
Net charge ... -1

Bonds (Å) are listed after each position.
Atoms and positions in Å:
1 C -1.4258 -0.6046 0.2216  N2 1.414, H8 1.031, H9 1.029, H10 1.068
2 N -0.0475 -0.2930 0.1650  C1 1.414, C3 1.260
3 C 0.2636 0.6122 -0.6548  N2 1.260, O4 1.233, N5 1.610
4 O -0.2821 1.2603 -1.5511  C3 1.233
5 N 1.8102 1.0357 -0.5063  C3 1.610, N6 1.186
6 N 2.2594 0.4080 0.3948  N5 1.186, N7 1.125
7 N 2.4469 -0.3982 1.1569  N6 1.125
8 H -1.6917 -0.1329 1.0988  C1 1.031
9 H -1.8984 -0.2170 -0.6059  C1 1.029
10 H -1.4346 -1.6705 0.2812  C1 1.068


two) ORCA calculation (ωB97M-V/def2-TZVPD) on a gas-phase ion, C2H3N4O (charge -1).

Values from the calculation:
Orbital gap (alpha / beta) ... 6.94 / 6.94 eV
2S+1 ... 1
HOMO energy (alpha / beta) ... -2.4349 / -2.4340 eV
Molar mass ... 99.1 u
Net charge ... -1

Bonds (Å) are listed after each position.
Atoms and positions in Å:
1 C -1.4091 0.1940 0.0134  C2 1.492, H8 1.106, H9 1.104, H10 1.179
2 C 0.0465 -0.1003 -0.1347  C1 1.492, N3 1.304, N5 1.408
3 N 0.6184 -1.2707 -0.0692  C2 1.304, O4 1.333
4 O -0.2254 -2.2960 0.0431  N3 1.333
5 N 0.9366 0.9861 -0.0358  C2 1.408, N6 1.163
6 N 2.0937 0.8822 0.0247  N5 1.163, N7 1.112
7 N 3.2002 0.9517 -0.0655  N6 1.112
8 H -1.9799 0.7972 -0.7169  C1 1.106
9 H -1.4288 0.7539 0.9648  C1 1.104
10 H -1.8522 -0.8981 -0.0239  C1 1.179


Most stable of them? one).


one) ORCA calculation (ωB97M-V/def2-TZVPD) on 8 unconnected molecules or ions with the total composition C16H32Br16.

Values from the calculation:
Orbital gap ... 10.02 eV
2S+1 ... 1
HOMO energy ... -10.0546 eV
Molar mass ... 1502.9 u

Bonds (Å) are listed after each position.
Atoms and positions in Å:
1 Br -6.4348 7.0238 -1.4040  C2 1.979
2 C -5.2624 5.4301 -1.4618  Br1 1.979, C3 1.567, H5 1.090, H6 1.090
3 C -6.0917 4.2618 -2.0953  C2 1.567, Br4 2.022, H7 1.090, H8 1.090
4 Br -5.1081 2.4952 -2.0913  C3 2.022
5 H -4.9945 5.2208 -0.4262  C2 1.090
6 H -4.3048 5.6621 -1.9280  C2 1.090
7 H -6.4350 4.4511 -3.1124  C3 1.090
8 H -7.0168 4.1246 -1.5356  C3 1.090
9 Br 1.8755 -2.1155 -5.9598  C10 1.975
10 C 2.0298 -0.1706 -5.6500  Br9 1.975, C11 1.607, H13 1.090, H14 1.090
11 C 0.7011 0.5602 -5.1180  C10 1.607, Br12 2.014, H15 1.090, H16 1.090
12 Br 0.9392 2.5224 -4.7303  C11 2.014
13 H 2.2375 0.1621 -6.6670  C10 1.090
14 H 2.8440 -0.1048 -4.9284  C10 1.090
15 H 0.4282 0.1886 -4.1303  C11 1.090
16 H -0.1129 0.3876 -5.8221  C11 1.090
17 Br 0.2329 8.6952 -1.3466  C18 1.935
18 C 0.9017 7.0340 -0.6130  Br17 1.935, C19 1.529, H21 1.090, H22 1.090
19 C 2.3977 6.8284 -0.8550  C18 1.529, Br20 1.966, H23 1.090, H24 1.090
20 Br 3.6089 8.1658 -0.0736  C19 1.966
21 H 0.3070 6.1752 -0.9243  C18 1.090
22 H 0.7402 7.1013 0.4629  C18 1.090
23 H 2.6818 6.8587 -1.9069  C19 1.090
24 H 2.6970 5.8891 -0.3900  C19 1.090
25 Br 1.0292 -5.9814 4.9554  C26 2.050
26 C 0.9047 -3.9881 5.4177  Br25 2.050, C27 1.477, H29 1.090, H30 1.090
27 C 2.1867 -3.6786 6.0827  C26 1.477, Br28 1.999, H31 1.090, H32 1.090
28 Br 1.9235 -1.8004 6.7140  C27 1.999
29 H 0.0458 -3.8543 6.0754  C26 1.090
30 H 0.7066 -3.3428 4.5619  C26 1.090
31 H 3.0653 -3.6112 5.4412  C27 1.090
32 H 2.3272 -4.2785 6.9818  C27 1.090
33 Br 3.2076 0.0626 1.7013  C34 2.025
34 C 1.7498 1.3321 1.0975  Br33 2.025, C35 1.535, H37 1.090, H38 1.090
35 C 0.4816 1.1216 1.9361  C34 1.535, Br36 2.006, H39 1.090, H40 1.090
36 Br -0.9383 2.4508 1.4471  C35 2.006
37 H 1.5421 1.2695 0.0293  C34 1.090
38 H 2.2667 2.2845 1.2147  C34 1.090
39 H 0.6431 1.1388 3.0140  C35 1.090
40 H 0.0575 0.1487 1.6877  C35 1.090
41 Br -0.6620 -4.2814 -0.5543  C42 2.002
42 C -1.9978 -5.4667 -1.4590  Br41 2.002, C43 1.528, H45 1.090, H46 1.090
43 C -1.8189 -5.3810 -2.9742  C42 1.528, Br44 1.956, H47 1.090, H48 1.090
44 Br -2.4583 -3.5777 -3.3790  C43 1.956
45 H -2.9552 -5.0899 -1.0993  C42 1.090
46 H -1.8696 -6.5127 -1.1805  C42 1.090
47 H -2.5562 -5.9559 -3.5347  C43 1.090
48 H -0.7882 -5.5814 -3.2666  C43 1.090
49 Br -4.9252 -2.0580 4.3572  C50 1.997
50 C -4.9297 -0.2318 3.5482  Br49 1.997, C51 1.545, H53 1.090, H54 1.090
51 C -5.8579 0.7047 4.3535  C50 1.545, Br52 2.016, H55 1.090, H56 1.090
52 Br -6.2319 2.3595 3.2650  C51 2.016
53 H -5.1706 -0.2098 2.4854  C50 1.090
54 H -3.9476 0.2309 3.6455  C50 1.090
55 H -5.4956 0.9183 5.3591  C51 1.090
56 H -6.8629 0.3052 4.4898  C51 1.090
57 Br 8.7364 -4.0196 0.5598  C58 1.993
58 C 8.0864 -4.5991 -1.2325  Br57 1.993, C59 1.549, H61 1.090, H62 1.090
59 C 6.5414 -4.4898 -1.2239  C58 1.549, Br60 2.002, H63 1.090, H64 1.090
60 Br 5.7794 -5.0958 -2.9730  C59 2.002
61 H 8.4814 -5.6099 -1.3337  C58 1.090
62 H 8.5290 -3.8922 -1.9343  C58 1.090
63 H 6.2897 -3.4440 -1.0477  C59 1.090
64 H 6.0235 -5.1429 -0.5215  C59 1.090


two) ORCA calculation (ωB97M-V/def2-TZVPD) on 8 unconnected molecules or ions with the total composition C16H32Br16.

Values from the calculation:
Orbital gap ... 10.12 eV
2S+1 ... 1
HOMO energy ... -9.9238 eV
Molar mass ... 1502.9 u

Bonds (Å) are listed after each position.
Atoms and positions in Å:
1 Br 1.7881 -5.2750 -4.1972  C2 1.990
2 C 3.1586 -4.1745 -3.2647  Br1 1.990, C3 1.506, H5 1.084, H6 1.083
3 C 3.3249 -4.7696 -1.8912  C2 1.506, Br4 1.923, H7 1.086, H8 1.087
4 Br 4.6246 -3.7859 -0.8715  C3 1.923
5 H 2.7799 -3.1592 -3.2984  C2 1.084
6 H 3.9906 -4.3280 -3.9408  C2 1.083
7 H 3.6005 -5.8181 -1.9599  C3 1.086
8 H 2.3854 -4.7259 -1.3453  C3 1.087
9 Br -3.6123 -1.1985 3.9558  C10 1.946
10 C -4.2597 0.6023 3.6022  Br9 1.946, C11 1.510, H13 1.084, H14 1.087
11 C -3.1367 1.5936 3.7893  C10 1.510, Br12 1.966, H15 1.084, H16 1.086
12 Br -3.9836 3.3680 3.7534  C11 1.966
13 H -5.0170 0.7107 4.3702  C10 1.084
14 H -4.6874 0.7037 2.6085  C10 1.087
15 H -2.4285 1.6667 2.9714  C11 1.084
16 H -2.6519 1.4382 4.7485  C11 1.086
17 Br 4.9303 -1.9743 -5.7684  C18 1.999
18 C 4.2963 -0.4180 -4.6866  Br17 1.999, C19 1.527, H21 1.082, H22 1.082
19 C 5.1614 -0.2949 -3.4348  C18 1.527, Br20 1.973, H23 1.091, H24 1.087
20 Br 4.5209 1.2546 -2.3954  C19 1.973
21 H 3.2399 -0.4684 -4.4568  C18 1.082
22 H 4.6006 0.3767 -5.3552  C18 1.082
23 H 6.1555 -0.0452 -3.8073  C19 1.091
24 H 5.3400 -1.1774 -2.8255  C19 1.087
25 Br -6.8841 -3.4705 1.9493  C26 1.969
26 C -5.1164 -3.1149 1.1595  Br25 1.969, C27 1.512, H29 1.085, H30 1.084
27 C -5.0310 -1.6727 0.7140  C26 1.512, Br28 1.966, H31 1.084, H32 1.086
28 Br -3.1583 -1.2938 0.2525  C27 1.966
29 H -5.0072 -3.8268 0.3477  C26 1.085
30 H -4.4276 -3.3654 1.9579  C26 1.084
31 H -5.3972 -1.0304 1.5068  C27 1.084
32 H -5.6314 -1.5212 -0.1782  C27 1.086
33 Br 2.6408 -0.8505 2.1794  C34 1.982
34 C 2.1192 -1.5292 3.9667  Br33 1.982, C35 1.518, H37 1.091, H38 1.087
35 C 0.6079 -1.4863 4.0994  C34 1.518, Br36 1.985, H39 1.084, H40 1.082
36 Br 0.1250 -1.6808 6.0145  C35 1.985
37 H 2.5487 -0.8425 4.6971  C34 1.091
38 H 2.6691 -2.4399 4.1876  C34 1.087
39 H 0.1028 -2.2795 3.5594  C35 1.084
40 H 0.2447 -0.5135 3.7966  C35 1.082
41 Br -2.0412 3.9995 -0.0511  C42 1.998
42 C -3.2985 2.5007 -0.4577  Br41 1.998, C43 1.516, H45 1.088, H46 1.082
43 C -4.4417 3.0311 -1.3006  C42 1.516, Br44 1.993, H47 1.086, H48 1.085
44 Br -5.6641 1.5264 -1.7623  C43 1.993
45 H -3.7390 2.2467 0.5037  C42 1.088
46 H -2.6994 1.6843 -0.8378  C42 1.082
47 H -4.1057 3.5747 -2.1789  C43 1.086
48 H -5.0788 3.6929 -0.7241  C43 1.085
49 Br 4.1114 5.5770 1.0889  C50 1.945
50 C 3.1756 5.3600 -0.6026  Br49 1.945, C51 1.534, H53 1.085, H54 1.086
51 C 2.4809 3.9947 -0.6891  C50 1.534, Br52 1.951, H55 1.087, H56 1.089
52 Br 1.5091 3.9142 -2.3784  C51 1.951
53 H 3.8589 5.4216 -1.4425  C50 1.085
54 H 2.3995 6.1193 -0.6348  C50 1.086
55 H 1.9463 3.7570 0.2273  C51 1.087
56 H 3.2734 3.2577 -0.8120  C51 1.089
57 Br 1.5978 -0.9146 -2.2713  C58 1.963
58 C 0.3507 -0.6020 -0.7882  Br57 1.963, C59 1.526, H61 1.082, H62 1.082
59 C 0.4956 0.8585 -0.3686  C58 1.526, Br60 1.929, H63 1.090, H64 1.089
60 Br -0.2175 1.0123 1.4173  C59 1.929
61 H 0.7718 -1.2187 -0.0046  C58 1.082
62 H -0.6716 -0.8141 -1.0733  C58 1.082
63 H -0.0507 1.5902 -0.9637  C59 1.090
64 H 1.5119 1.2472 -0.4061  C59 1.089


Most stable of them? two).


one) ORCA calculation (ωB97M-V/def2-TZVPD) on a single C7H6ClNO2S molecule.

Values from the calculation:
Orbital gap ... 8.77 eV
2S+1 ... 1
HOMO energy ... -9.4401 eV
Molar mass ... 203.7 u

Bonds (Å) are listed after each position.
Atoms and positions in Å:
1 C -1.6571 0.6807 0.2590  C2 1.281, C6 1.561, H13 1.102
2 C -0.5573 1.1725 0.6953  C1 1.281, C7 1.476, H14 1.063
3 C -0.6036 -1.3139 -0.6796  C4 1.614, C6 1.472, N8 1.256
4 C 0.7909 -0.8083 -0.0429  C3 1.614, C7 1.536, S11 1.628
5 C 1.8274 1.5011 0.2197  C7 1.579, O9 1.194, Cl12 1.768
6 C -1.7946 -0.8607 0.0568  C1 1.561, C3 1.472, H15 1.187, H16 1.084
7 C 0.7494 0.4909 0.7760  C2 1.476, C4 1.536, C5 1.579, H17 1.105
8 N -0.5081 -1.8426 -1.8147  C3 1.256, H18 1.029
9 O 2.2641 2.4383 0.8161  C5 1.194
10 O 3.1145 -0.5470 0.4464  S11 1.435
11 S 2.2669 -1.4562 -0.2703  C4 1.628, O10 1.435
12 Cl 1.8263 1.4797 -1.5478  C5 1.768
13 H -2.6235 1.1863 0.1017  C1 1.102
14 H -0.4314 2.2260 0.7627  C2 1.063
15 H -1.5413 -1.3781 1.0943  C6 1.187
16 H -2.6493 -1.2579 -0.4793  C6 1.084
17 H 0.9686 0.2585 1.8342  C7 1.105
18 H -1.4418 -1.9694 -2.2276  N8 1.029


two) ORCA calculation (ωB97M-V/def2-TZVPD) on a single C7H6ClNO2S molecule.

Values from the calculation:
Orbital gap ... 8.47 eV
2S+1 ... 1
HOMO energy ... -8.9023 eV
Molar mass ... 203.7 u

Bonds (Å) are listed after each position.
Atoms and positions in Å:
1 C 1.2994 -0.5842 0.4692  C2 1.504, C3 1.300, H13 1.077
2 C 0.4288 0.0663 -0.5698  C1 1.504, C6 1.553, O9 1.433, H14 1.102
3 C 1.9429 0.0955 1.3717  C1 1.300, N8 1.209
4 C -1.4245 2.2183 0.4832  C5 1.470, C7 1.478, S11 1.623
5 C -0.5462 2.1475 -0.6939  C4 1.470, C7 1.508, O9 1.376, Cl12 1.754
6 C -1.0861 -0.1767 -0.3270  C2 1.553, C7 1.520, H15 1.089, H16 1.092
7 C -1.7051 1.1940 -0.5450  C4 1.478, C5 1.508, C6 1.520, H17 1.081
8 N 2.3661 0.7213 2.3156  C3 1.209, H18 1.011
9 O 0.6515 1.4822 -0.5673  C2 1.433, C5 1.376
10 O -0.9374 3.8444 2.3760  S11 1.456
11 S -1.8092 2.7533 1.9660  C4 1.623, O10 1.456
12 Cl -0.4869 3.4486 -1.8687  C5 1.754
13 H 1.3821 -1.6568 0.4278  C1 1.077
14 H 0.7052 -0.3110 -1.5672  C2 1.102
15 H -1.4862 -0.9041 -1.0323  C6 1.089
16 H -1.2593 -0.5401 0.6884  C6 1.092
17 H -2.6092 1.2640 -1.1337  C7 1.081
18 H 3.2773 1.1597 2.3121  N8 1.011


Most stable of them? one).


one) ORCA calculation (ωB97M-V/def2-TZVPD) on a single C7H5NO4 molecule.

Values from the calculation:
Orbital gap ... 9.82 eV
2S+1 ... 1
HOMO energy ... -9.9350 eV
Molar mass ... 167.1 u

Bonds (Å) are listed after each position.
Atoms and positions in Å:
1 O 0.0219 3.0138 0.2190  C2 1.187
2 C -0.4673 1.9659 -0.0477  O1 1.187, O3 1.338, C4 1.528
3 O -1.7446 1.8285 -0.4226  C2 1.338, H13 1.017
4 C 0.3628 0.6875 0.0656  C2 1.528, C5 1.351, C9 1.430
5 C 1.7117 0.7145 -0.0140  C4 1.351, C6 1.360, H14 1.126
6 C 2.3552 -0.4832 0.0298  C5 1.360, C7 1.456, H15 1.060
7 C 1.6336 -1.7452 0.1168  C6 1.456, N8 1.314, H16 1.069
8 N 0.3203 -1.7140 0.1082  C7 1.314, C9 1.298
9 C -0.3046 -0.5768 0.0589  C4 1.430, N8 1.298, C10 1.526
10 C -1.7955 -0.8666 0.2088  C9 1.526, O11 1.183, O12 1.377
11 O -2.4303 -0.4135 1.0977  C10 1.183
12 O -2.2981 -1.7429 -0.7270  C10 1.377, H17 1.069
13 H -1.9753 2.8180 -0.3778  O3 1.017
14 H 2.3473 1.6204 -0.2220  C5 1.126
15 H 3.4088 -0.5223 0.1385  C6 1.060
16 H 2.0735 -2.7088 -0.0300  C7 1.069
17 H -3.2194 -1.8752 -0.2022  O12 1.069


two) ORCA calculation (ωB97M-V/def2-TZVPD) on 2 unconnected molecules or ions with the total composition C7H5NO4.

Values from the calculation:
Orbital gap ... 8.47 eV
2S+1 ... 1
HOMO energy ... -9.1913 eV
Molar mass ... 167.1 u

Bonds (Å) are listed after each position.
Atoms and positions in Å:
1 O -0.2769 0.8994 -1.5393  C2 1.228
2 C -0.5287 -0.3021 -1.5358  O1 1.228, N3 1.492, H6 1.055
3 N 0.6001 -1.2656 -1.6855  C2 1.492, O4 1.219, O5 1.202
4 O 1.7116 -0.8490 -1.9645  N3 1.219
5 O 0.2565 -2.4143 -1.7690  N3 1.202
6 H -1.4965 -0.7122 -1.6233  C2 1.055
7 O 3.2152 1.1038 0.8637  C8 1.149
8 C 2.1054 0.8073 0.9003  O7 1.149, C9 1.337
9 C 0.7823 0.6235 0.8520  C8 1.337, C10 1.488, C13 1.439
10 C 0.1705 -0.7323 0.8314  C9 1.488, C11 1.369, H14 1.074
11 C -1.1839 -0.5641 0.9332  C10 1.369, C12 1.418, H15 1.042
12 C -1.4455 0.8258 1.0386  C11 1.418, C13 1.366, H16 1.054
13 C -0.3146 1.5542 0.8015  C9 1.439, C12 1.366, H17 1.141
14 H 0.8776 -1.5405 0.8078  C10 1.074
15 H -1.8976 -1.2983 0.7405  C11 1.042
16 H -2.4046 1.2355 1.1911  C12 1.054
17 H -0.1707 2.6287 1.1573  C13 1.141


Most stable of them? one).